No. 1
Formula: C13H33BiClIN2O2P2
Source: the Open Molecules 2025 dataset
Level of theory: ωB97M-V/def2-TZVPD

Structure (ORCA input):
```
! wB97M-V def2-TZVPD RIJCOSX def2/J DEFGRID3
* xyz 2 1
C -1.504 -0.793 -3.409
C -0.801 -1.736 -2.060
H -2.355 -1.486 -3.902
H -0.669 -0.628 -4.219
H -1.923 0.135 -2.980
O -1.498 -2.443 -1.446
I 3.105 0.486 0.309
Bi -0.766 2.576 -2.072
P -2.715 2.611 -0.428
C -2.977 1.757 1.263
C -2.005 4.376 -0.260
H -2.938 4.955 -0.108
H -4.750 2.795 -2.035
H -1.446 4.708 -1.200
H -3.119 2.580 -2.830
H -2.051 1.974 1.805
H -1.328 4.389 0.618
C -3.763 2.360 -1.933
H -3.916 2.075 1.811
H -3.779 1.271 -1.955
H -2.923 0.685 1.064
P 2.053 -0.542 -2.260
C 2.658 -1.857 -1.143
C 1.819 -1.515 -3.800
H 3.555 1.021 -3.430
H 4.381 -0.553 -3.120
H 4.092 0.606 -1.745
C 3.672 0.196 -2.731
H 1.407 -0.798 -4.507
H 2.566 -2.104 -4.311
H 3.646 -2.302 -1.264
H 1.901 -2.644 -1.155
H 1.023 -2.186 -3.472
H 2.630 -1.422 -0.092
Cl -0.081 2.991 -4.380
C 0.052 -3.159 1.424
N 0.523 -2.002 2.211
C 1.314 -2.562 3.360
C 0.350 -0.589 2.192
O 0.050 -0.043 1.116
N 0.337 0.149 3.378
C -0.034 -0.454 4.651
C 0.506 1.670 3.297
H -0.250 -3.862 2.235
H 0.954 -3.512 0.902
H -0.711 -2.958 0.723
H 1.794 -1.813 4.037
H 0.611 -3.149 3.970
H 2.137 -3.256 2.977
H 0.789 -0.475 5.349
H -0.903 0.011 5.079
H -0.207 -1.487 4.446
H 1.203 1.918 2.516
H -0.565 2.058 3.223
H 0.847 1.979 4.289
*
```

Summary:
Max |F|, eV/Å: 4.69
E_HOMO (spin up / spin down), eV: -13.6 / -13.5
HOMO-LUMO gap (spin up / spin down), eV: 3.99 / 4.03

No. 2
Formula: C23H50BrClF2NO7
Source: the Open Molecules 2025 dataset
Level of theory: ωB97M-V/def2-TZVPD

Structure (ORCA input):
```
! wB97M-V def2-TZVPD RIJCOSX def2/J DEFGRID3
* xyz 1 1
C 4.726 -0.910 4.752
C 4.539 -0.768 3.244
C 3.512 0.300 2.855
Br 3.727 0.733 0.969
C 2.091 -0.119 3.241
C 1.263 -0.903 2.243
F 0.825 -0.101 1.198
C 0.078 -1.534 2.953
C -0.651 -0.540 3.906
C -0.390 -0.953 5.369
C -2.180 -0.623 3.624
C -2.909 0.669 3.872
O -3.247 1.426 3.023
Cl -3.196 1.069 5.577
C -0.193 0.888 3.645
N 1.303 1.082 3.734
C 1.767 1.522 5.094
C 2.546 2.809 5.054
O 3.497 3.031 5.706
F 2.010 3.691 4.210
H 3.802 -1.152 5.277
H 5.184 -0.017 5.172
H 5.404 -1.739 4.943
H 4.288 -1.721 2.777
H 5.484 -0.447 2.813
H 3.797 1.215 3.373
H 2.188 -0.791 4.090
H 1.911 -1.706 1.881
H -0.601 -1.938 2.209
H 0.448 -2.364 3.551
H 0.661 -1.191 5.545
H -0.687 -0.172 6.068
H -0.960 -1.842 5.626
H -2.595 -1.387 4.270
H -2.400 -0.886 2.593
H -0.678 1.607 4.300
H -0.477 1.161 2.629
H 1.528 1.847 3.093
H 0.910 1.664 5.748
H 2.419 0.789 5.555
C 1.052 -1.043 -2.700
C 0.929 -2.281 -1.835
O 1.917 -2.310 -0.799
H 2.041 -0.984 -3.152
H 0.311 -1.048 -3.500
H 0.906 -0.139 -2.102
H 1.089 -3.182 -2.423
H -0.071 -2.342 -1.390
H 1.793 -1.521 -0.265
C 0.045 -0.513 -7.224
C 1.498 -0.099 -7.108
O 2.113 -0.686 -5.959
H -0.504 -0.226 -6.329
H -0.430 -0.045 -8.088
H -0.040 -1.598 -7.329
H 1.577 0.979 -6.984
H 2.056 -0.382 -8.007
H 2.060 -1.641 -6.058
C -2.922 2.425 -4.175
C -2.378 1.036 -4.458
O -2.831 0.522 -5.704
H -4.012 2.415 -4.185
H -2.583 2.790 -3.204
H -2.589 3.131 -4.939
H -2.722 0.331 -3.701
H -1.281 1.047 -4.436
H -2.522 1.116 -6.396
C 1.086 4.871 -8.463
C 0.534 3.514 -8.856
O -0.238 2.924 -7.808
H 1.702 4.786 -7.568
H 1.691 5.293 -9.266
H 0.275 5.569 -8.245
H 1.344 2.815 -9.059
H -0.076 3.596 -9.761
H -0.971 3.517 -7.617
C -6.018 -4.203 4.259
C -5.096 -3.878 5.417
O -4.022 -3.014 5.018
H -5.462 -4.675 3.449
H -6.814 -4.878 4.574
H -6.480 -3.295 3.864
H -4.624 -4.780 5.800
H -5.652 -3.413 6.235
H -4.421 -2.202 4.691
*
```

Summary:
Max |F|, eV/Å: 0.85
E_HOMO, eV: -11.5
HOMO-LUMO gap, eV: 8.68

No. 3
Formula: C19H22N4O
Source: the Open Molecules 2025 dataset
Level of theory: ωB97M-V/def2-TZVPD

Structure (ORCA input):
```
! wB97M-V def2-TZVPD RIJCOSX def2/J DEFGRID3
* xyz 0 1
C 0.870 5.259 3.039
O 1.038 4.077 2.300
C 2.058 3.230 2.634
C 2.946 3.468 3.673
C 3.960 2.564 3.950
C 4.093 1.415 3.193
C 3.212 1.172 2.157
C 2.183 2.061 1.848
C 1.243 1.832 0.773
C 1.311 0.868 -0.163
C 0.328 0.710 -1.188
N 0.471 -0.229 -2.046
N -0.325 -0.442 -3.084
C -0.203 -1.765 -3.670
H 0.577 -2.290 -3.119
C -1.546 -2.514 -3.567
N -2.259 -2.115 -2.376
C -2.204 -2.899 -1.260
N -1.504 -4.032 -1.368
C -1.438 -4.846 -0.331
C -2.052 -4.601 0.882
C -2.802 -3.436 0.995
C -2.894 -2.577 -0.077
H -3.502 -1.690 -0.007
H -3.320 -3.206 1.916
H -1.960 -5.292 1.704
H -0.853 -5.743 -0.494
C -2.631 -0.717 -2.331
C -1.662 0.101 -3.208
H -1.940 0.044 -4.263
H -1.672 1.150 -2.912
H -2.558 -0.357 -1.302
H -3.664 -0.577 -2.680
H -2.178 -2.294 -4.434
H -1.375 -3.588 -3.508
H 0.098 -1.675 -4.720
H -0.508 1.417 -1.180
H 2.122 0.156 -0.193
H 0.420 2.533 0.735
H 3.315 0.269 1.576
H 4.880 0.709 3.411
H 4.642 2.766 4.763
H 2.862 4.357 4.278
H 0.013 5.765 2.594
H 1.748 5.910 2.965
H 0.658 5.052 4.093
*
```

Summary:
Max |F|, eV/Å: 1.04
SMILES: COc1ccccc1/C=C/C=N/N1CCN(c2ccccn2)CC1
E_HOMO, eV: -7.1
ΔE to the lowest compared entry with this formula, charge and spin, kcal/mol: 72.4
HOMO-LUMO gap, eV: 7.71

No. 4
Formula: C29H32IrN6P2
Source: the Open Molecules 2025 dataset
Level of theory: ωB97M-V/def2-TZVPD

Structure (ORCA input):
```
! wB97M-V def2-TZVPD RIJCOSX def2/J DEFGRID3
* xyz 2 6
Ir -1.773 -1.014 -0.182
C -1.222 2.326 0.496
P -1.014 0.651 1.159
C 0.769 0.541 1.054
N 1.404 1.621 1.558
C 2.792 1.518 1.416
C 3.570 2.644 1.712
C 4.926 2.580 1.647
C 5.586 1.355 1.294
C 4.817 0.277 0.954
C 3.411 0.354 0.954
N 2.731 -0.761 0.496
C 1.423 -0.573 0.472
P 0.395 -1.750 -0.499
C 1.167 -1.461 -2.150
C 0.774 -3.474 0.044
C -0.255 -4.514 -0.373
C 0.835 -3.509 1.613
C 2.195 -3.751 -0.604
C -1.614 0.721 2.969
C -0.983 -0.513 3.688
C -3.128 0.652 3.018
C -1.161 2.089 3.563
H -0.533 3.012 1.047
H -2.251 2.627 0.697
H -1.037 2.352 -0.590
H 3.020 3.504 2.114
H 5.476 3.493 1.885
H 6.719 1.300 1.336
H 5.219 -0.680 0.628
H 0.427 -1.688 -2.888
H 2.008 -2.161 -2.347
H 1.401 -0.392 -2.181
H -1.137 -4.358 0.244
H 0.074 -5.585 -0.158
H -0.475 -4.358 -1.408
H -0.120 -3.177 2.025
H 1.608 -2.889 1.909
H 0.987 -4.498 1.958
H 1.993 -4.066 -1.635
H 2.706 -4.522 -0.095
H 2.912 -2.881 -0.570
H -1.334 -1.464 3.167
H -1.327 -0.599 4.771
H 0.135 -0.570 3.604
H -3.576 -0.203 2.511
H -3.573 1.580 2.634
H -3.549 0.756 4.006
H -0.131 2.342 3.256
H -1.299 2.082 4.686
H -1.943 2.818 3.173
N -3.283 -2.178 0.307
C -4.147 -2.902 0.576
N -5.176 -3.566 0.909
C -5.107 -4.293 2.042
N -5.113 -5.008 2.936
N -1.438 4.970 -7.880
C -1.177 4.608 -6.826
C -0.933 3.898 -5.612
C -1.665 4.183 -4.421
C -1.766 3.206 -3.469
C -1.153 1.945 -3.631
C -0.292 1.726 -4.770
C -0.229 2.673 -5.784
C -1.180 0.987 -2.570
C -1.567 0.148 -1.688
H -2.030 5.177 -4.213
H -2.307 3.442 -2.563
H 0.114 0.730 -4.765
H 0.405 2.470 -6.658
*
```

Summary:
Max |F|, eV/Å: 5.10
E_HOMO (spin up / spin down), eV: -13.3 / -14.2
⟨S²⟩: 8.844
ΔE to the lowest compared entry with this formula, charge and spin, kcal/mol: 0.0
HOMO-LUMO gap (spin up / spin down), eV: 7.10 / 3.78

No. 5
Formula: C4H4F4O
Source: the Open Molecules 2025 dataset
Level of theory: ωB97M-V/def2-TZVPD

Structure (ORCA input):
```
! wB97M-V def2-TZVPD RIJCOSX def2/J DEFGRID3
* xyz 0 1
C -0.712 0.395 -0.203
C -1.754 -0.235 0.583
C 1.653 -0.105 0.143
C 0.524 -0.106 -0.972
O -2.012 0.440 -0.558
F -0.359 1.822 0.727
F -2.126 0.180 1.738
F -2.016 -1.594 0.533
F 0.756 0.743 -1.969
H 2.082 0.843 0.450
H 2.433 -0.666 -0.281
H 1.358 -0.533 1.170
H 0.172 -1.185 -1.361
*
```

Summary:
Max |F|, eV/Å: 4.23
E_HOMO, eV: -12.1
ΔE to the lowest compared entry with this formula, charge and spin, kcal/mol: 41.3
HOMO-LUMO gap, eV: 12.56